{"formula": "C2H12NO2", "method": "the ωB97M-V functional and the def2-TZVPD basis", "homo_energy_ha": -0.5122, "charge": 1, "e_lumo_ev": -3.37, "relative_energy_kcal_mol": 24.4, "species": ["C", "C", "N", "H", "H", "H", "H", "H", "H", "H", "H", "H", "H", "O", "H", "H", "O"], "xyz": [[1.1984, 0.6103, 2.7414], [1.8041, 1.0112, 1.4055], [0.8908, 0.4866, 0.2892], [0.5207, 1.3950, 3.0583], [0.7619, -0.3901, 2.6531], [1.8827, 0.3752, 3.5559], [1.8749, 2.0880, 1.2952], [2.7372, 0.5173, 1.2397], [0.7633, -0.4940, 0.4919], [1.3437, 0.7051, -0.5935], [0.0990, 1.1239, 0.2064], [-5.0288, -1.8640, -3.0127], [-4.0616, -2.9154, -3.4384], [-4.1501, -2.1930, -2.8049], [-0.6664, -0.7640, -2.2693], [0.1769, 0.3072, -2.8389], [-0.1464, 0.0007, -1.9790]], "forces_ev_per_angstrom": [[0.1, -0.4, 0.0], [-0.6, -0.5, 0.4], [1.8, 2.7, 1.0], [-0.4, -0.4, 0.3], [-0.7, 0.3, -0.1], [0.6, 0.8, -0.2], [0.2, 0.0, -0.1], [0.7, 0.0, -0.2], [-0.8, -0.2, -0.7], [0.2, -1.1, -0.3], [-0.9, -1.0, 0.4], [-0.1, 0.2, 0.2], [0.2, 0.0, 0.1], [0.0, -0.2, -0.3], [-0.2, 0.0, 0.4], [0.0, 0.3, 0.2], [-0.1, -0.4, -1.0]]}

---

{"formula": "C2H12NO3", "method": "the ωB97M-V functional and the def2-TZVPD basis", "homo_energy_ha": [-0.1036, -0.3702], "charge": 0, "e_lumo_ev": [0.41, 0.37], "relative_energy_kcal_mol": 42.8, "multiplicity": 2, "species": ["C", "C", "N", "H", "H", "H", "H", "H", "H", "H", "H", "O", "H", "H", "O", "H", "H", "O"], "xyz": [[1.3473, -0.5935, -0.7453], [0.4202, -0.8447, -1.6641], [1.1107, 0.1167, 0.4989], [2.3105, -1.0920, -0.7143], [0.7297, -1.5835, -2.4048], [-0.5938, -0.4800, -1.6159], [1.9879, 0.6114, 0.8432], [0.2904, 0.7369, 0.4127], [0.8509, -0.5680, 1.2690], [-1.8678, 1.9610, 0.5852], [-2.4052, 0.6693, -0.1705], [-1.6591, 1.0709, 0.2919], [-4.8086, -0.8979, -0.7807], [-3.9316, -1.1385, -1.9769], [-3.8816, -0.9899, -1.0271], [3.9598, 1.4982, 2.3073], [2.8541, 0.6627, 2.8772], [3.2861, 0.8609, 2.0139]], "forces_ev_per_angstrom": [[0.4, 0.1, 0.3], [0.4, -0.8, 0.2], [0.5, 0.7, -0.5], [-0.2, 0.1, -0.3], [-0.4, 0.3, -0.1], [0.1, 0.2, -0.2], [-1.1, -0.3, -0.3], [0.2, -0.1, 0.2], [-0.1, -0.2, 0.7], [-0.4, 0.0, -0.1], [-0.2, 0.2, 0.1], [0.6, -0.2, 0.0], [0.1, 0.0, 0.2], [0.2, 0.0, -0.1], [-0.2, 0.2, -0.1], [0.0, 0.0, -0.5], [-0.2, -0.3, -0.5], [0.2, 0.3, 1.0]]}

---

{"formula": "C2H12NO3", "method": "the ωB97M-V functional and the def2-TZVPD basis", "homo_energy_ha": -0.5530, "charge": 1, "e_lumo_ev": -2.98, "relative_energy_kcal_mol": 24.9, "species": ["C", "C", "N", "H", "H", "H", "H", "H", "H", "H", "H", "O", "H", "H", "O", "H", "H", "O"], "xyz": [[-0.6389, -2.1315, -0.9252], [-1.2071, -2.6294, 0.1471], [-0.7323, -0.6628, -1.2016], [0.2101, -2.5543, -1.4379], [-1.0920, -3.6496, 0.4979], [-2.0622, -2.2051, 0.6598], [0.1091, -0.5445, -1.7951], [-0.6518, -0.0120, -0.4229], [-1.5088, -0.4194, -1.8144], [1.8104, 0.8481, 1.5091], [0.6763, 1.7660, 1.5025], [0.9690, 0.9659, 1.0267], [0.0603, 3.7967, 2.7475], [-1.2586, 3.0742, 2.6515], [-0.4594, 3.2545, 2.1415], [2.5283, 0.1578, -2.1968], [1.6535, 0.7484, -1.1464], [1.5939, 0.1969, -1.9432]], "forces_ev_per_angstrom": [[0.7, 1.0, 1.5], [-1.4, -1.1, 0.1], [-0.1, -1.1, -1.6], [-0.2, -0.3, -0.2], [0.6, 0.0, -0.5], [0.3, 0.8, 0.1], [0.2, 0.9, 0.2], [0.0, -0.2, 0.4], [-0.3, 0.0, 0.3], [-0.3, -0.6, -0.5], [-0.8, 0.2, -0.4], [0.9, 0.4, 0.6], [0.1, 0.1, -0.1], [0.0, -0.1, -0.1], [0.1, -0.1, 0.3], [-0.3, -0.3, -0.4], [-0.4, 0.0, 0.2], [1.0, 0.4, 0.3]]}

---

{"formula": "C2H12NO4", "method": "the ωB97M-V functional and the def2-TZVPD basis", "homo_energy_ha": [-0.3436, -0.3240], "charge": 0, "e_lumo_ev": [0.30, -4.59], "relative_energy_kcal_mol": 50.8, "multiplicity": 2, "species": ["C", "N", "C", "O", "H", "H", "H", "H", "H", "H", "H", "H", "O", "H", "H", "O", "H", "H", "O"], "xyz": [[1.5160, -0.4387, 1.0652], [0.6171, 0.6388, 0.5170], [1.0632, 1.6138, -0.4706], [1.4434, 1.0025, -1.6339], [2.4628, -0.4912, 0.6325], [1.1146, -1.3652, 0.7732], [1.5752, -0.4016, 2.1979], [-0.3260, 0.3556, 0.3682], [2.0265, 2.1219, -0.0913], [0.1219, 2.3614, -0.5626], [-1.7958, -0.8561, 1.1238], [-0.9965, -0.1439, 2.3065], [-1.6451, -0.8559, 2.1755], [-0.7532, -1.6917, -2.1169], [0.7797, 0.3961, -1.8621], [-0.5956, -0.6808, -2.1183], [-1.1970, -0.4719, -1.3019], [-3.0593, -0.3362, -0.6269], [-2.3520, -0.7567, -0.3755]], "forces_ev_per_angstrom": [[-1.6, 1.4, 1.3], [2.6, -1.5, -0.1], [-0.2, 2.9, 0.9], [2.0, 1.5, 0.8], [1.7, 1.0, -0.7], [-1.2, -1.2, 0.0], [-0.2, 0.1, -1.3], [-1.7, -0.4, 0.3], [-1.8, -0.4, -0.2], [2.3, -1.4, 0.0], [-0.7, 0.0, 1.8], [-0.5, -0.3, 0.3], [0.7, 0.4, -1.9], [0.5, 2.5, -0.2], [-2.3, -2.3, -1.4], [0.1, -2.1, 0.6], [-0.7, -0.5, -0.7], [-6.2, 3.7, -2.0], [7.1, -3.3, 2.6]]}

---

{"formula": "C2H12O3", "method": "the ωB97M-V functional and the def2-TZVPD basis", "homo_energy_ha": -0.3988, "charge": 0, "e_lumo_ev": 0.70, "smiles": "CC.O.O.O", "relative_energy_kcal_mol": 18.5, "species": ["C", "C", "H", "H", "H", "H", "H", "H", "H", "H", "O", "H", "H", "O", "H", "H", "O"], "xyz": [[-0.9000, -1.3715, -0.9120], [0.5868, -1.2809, -0.9143], [-1.3520, -2.3022, -0.4290], [-1.4711, -1.4569, -1.8750], [-1.3809, -0.5148, -0.3969], [1.0637, -1.7459, -1.8302], [0.9003, -0.2713, -0.5338], [1.0386, -2.0378, -0.2229], [1.4570, 3.0357, 0.3240], [1.2808, 1.6763, 0.9469], [1.0908, 2.1894, 0.1531], [0.2336, -0.0589, 2.4017], [1.6825, -0.7767, 2.0237], [1.2227, 0.0321, 2.1844], [-1.0038, 1.6898, -0.4119], [-2.6060, 1.5242, -0.5665], [-1.8431, 1.6694, 0.0586]], "forces_ev_per_angstrom": [[-3.4, -1.1, 0.2], [1.8, -1.4, 0.3], [1.0, 1.0, -0.1], [1.1, 0.5, 0.2], [0.4, -0.6, -0.2], [-0.5, 1.6, 0.4], [0.2, -1.0, -1.1], [-0.6, 0.7, 0.2], [0.4, 1.3, 0.1], [0.0, -0.4, 0.2], [-0.5, -1.1, -0.3], [2.5, -0.5, -0.7], [-0.3, -1.1, -0.1], [-2.3, 1.7, 0.7], [0.0, 0.1, -0.3], [1.7, 0.3, 0.8], [-1.6, -0.2, -0.4]]}

---

{"formula": "C2H12O3S", "method": "the ωB97M-V functional and the def2-TZVPD basis", "homo_energy_ha": -0.3415, "charge": 0, "e_lumo_ev": 0.66, "smiles": "CCS.O.O.O", "relative_energy_kcal_mol": 14.6, "species": ["C", "C", "S", "H", "H", "H", "H", "H", "H", "H", "H", "O", "H", "H", "O", "H", "H", "O"], "xyz": [[-1.4489, -2.4323, -0.2890], [-2.3993, -1.3298, -0.6985], [-1.9386, 0.3991, -0.3912], [-1.2373, -2.3176, 0.7993], [-0.4812, -2.3527, -0.7950], [-1.8398, -3.4343, -0.4913], [-2.6826, -1.3321, -1.7694], [-3.3704, -1.4245, -0.1965], [-2.3068, 0.3612, 0.8630], [1.8765, 1.2295, 0.4072], [2.1635, 1.3597, -1.0182], [1.7264, 1.8530, -0.3177], [0.4761, 0.1710, -1.4236], [-0.2104, -0.3606, -2.6177], [0.6337, -0.4266, -2.1720], [3.9547, 3.7859, 3.9746], [3.7096, 3.1024, 2.6205], [3.3748, 3.1486, 3.5155]], "forces_ev_per_angstrom": [[0.8, 0.3, 0.7], [-1.4, 0.1, -0.8], [0.4, -0.1, -0.5], [-0.2, -0.3, -0.6], [-0.2, 0.1, 0.0], [-0.2, 0.2, 0.1], [0.4, -0.3, 0.4], [0.2, -0.2, 0.0], [-0.1, 0.2, 0.9], [-0.3, 0.4, 0.3], [0.1, 0.3, -0.6], [0.3, -0.7, 0.3], [0.1, -0.1, 0.0], [-0.2, -0.1, -0.5], [0.1, 0.3, 0.3], [-0.4, -0.5, -0.4], [0.1, 0.1, -0.3], [0.3, 0.4, 0.6]]}

---

{"formula": "C2H12O3S", "method": "the ωB97M-V functional and the def2-TZVPD basis", "homo_energy_ha": -0.3321, "charge": 0, "e_lumo_ev": 0.55, "smiles": "CSC.O.O.O", "relative_energy_kcal_mol": 15.7, "species": ["C", "S", "C", "H", "H", "H", "H", "H", "H", "H", "H", "O", "H", "H", "O", "H", "H", "O"], "xyz": [[-0.2695, 0.7139, -0.4933], [-1.5047, -0.2922, -1.3322], [-2.5682, -0.6914, 0.0952], [-0.4397, 1.7838, -0.6485], [0.7087, 0.5068, -0.9264], [-0.2852, 0.5682, 0.5841], [-3.5781, -0.8872, -0.2562], [-2.2006, -1.5258, 0.6863], [-2.6224, 0.2060, 0.7100], [1.4825, 3.3547, 0.1108], [1.2894, 4.8124, 0.6307], [1.9123, 4.1874, 0.2527], [0.2580, -3.4797, -1.4580], [0.2443, -1.9803, -1.3312], [0.4891, -2.7666, -0.8365], [3.1237, -1.5604, 1.3119], [1.6397, -1.4986, 1.1150], [2.3207, -1.4510, 1.7856]], "forces_ev_per_angstrom": [[0.2, 0.7, -0.1], [-0.4, 0.0, 0.2], [0.0, 0.4, -0.2], [-0.2, -0.1, -0.1], [0.1, -0.2, 0.3], [0.2, -0.4, 0.0], [0.1, -0.2, -0.1], [0.1, -0.1, -0.1], [0.0, -0.1, 0.1], [-0.6, -0.4, 0.0], [-0.2, -0.3, 0.0], [0.8, 0.7, 0.0], [0.2, 0.3, 0.5], [-0.3, 0.3, 0.0], [0.2, -0.7, -0.4], [1.1, -0.2, -0.6], [-0.3, -0.2, -0.2], [-0.9, 0.3, 0.8]]}

---

{"formula": "C2H12O3S", "method": "the ωB97M-V functional and the def2-TZVPD basis", "homo_energy_ha": -0.3249, "charge": 0, "e_lumo_ev": 0.35, "smiles": "CSC.O.O.O", "relative_energy_kcal_mol": 38.5, "species": ["C", "S", "C", "H", "H", "H", "H", "H", "H", "H", "H", "O", "H", "H", "O", "H", "H", "O"], "xyz": [[-1.9632, -0.6978, -1.2181], [-0.2566, -1.4797, -1.4891], [1.0060, -0.1314, -1.6551], [-1.9216, 0.3240, -0.8898], [-2.4763, -0.8452, -2.2701], [-2.5071, -1.4909, -0.4619], [1.9182, -0.7918, -1.5856], [1.0642, 0.5932, -0.8789], [1.0496, 0.3092, -2.6699], [0.0651, 1.3106, 0.7539], [-0.1218, 2.9106, 0.8864], [-0.5723, 2.0151, 0.3877], [-0.8522, -1.6166, 1.3050], [0.6155, -1.3648, 1.4361], [-0.2319, -1.3274, 1.9555], [1.2213, 0.3998, 2.6321], [2.2950, 0.7461, 1.5851], [1.6680, 1.1369, 2.1765]], "forces_ev_per_angstrom": [[-0.9, -3.7, -1.3], [-0.4, 1.2, 0.5], [0.8, -2.1, -1.3], [0.0, 0.2, 0.3], [0.7, 0.7, 2.3], [1.2, 2.4, -1.8], [-0.6, 0.8, -0.1], [-0.4, 0.6, 0.5], [-0.4, -0.1, 0.7], [-1.4, 1.5, -0.5], [-2.0, -3.9, -2.2], [3.3, 2.4, 2.8], [-0.8, -0.3, -0.7], [-1.3, -0.1, 0.7], [2.2, 0.4, 0.0], [0.2, 0.4, -0.2], [0.7, -0.4, -0.4], [-0.8, 0.0, 0.6]]}

---

{"formula": "C2H12O3S2", "method": "the ωB97M-V functional and the def2-TZVPD basis", "homo_energy_ha": -0.3293, "charge": 0, "e_lumo_ev": 0.23, "smiles": "CCSS.O.O.O", "relative_energy_kcal_mol": 15.3, "species": ["C", "C", "S", "S", "H", "H", "H", "H", "H", "H", "H", "H", "O", "H", "H", "O", "H", "H", "O"], "xyz": [[0.2424, 1.4261, -0.4742], [1.6331, 0.8523, -0.5631], [2.3773, 0.0907, 0.9003], [1.2024, -1.5326, 1.2187], [0.0824, 2.1545, 0.3110], [-0.4789, 0.6388, -0.2715], [0.0036, 1.7992, -1.4674], [2.4192, 1.6065, -0.6839], [1.7290, 0.2647, -1.4744], [0.5328, -1.2314, 2.3369], [-3.2361, 1.9239, 0.2932], [-2.7663, 1.2967, -0.9405], [-2.6747, 2.1311, -0.4651], [-1.1227, -0.2016, -2.6782], [-1.1929, -1.0972, -1.4356], [-1.6343, -0.9322, -2.2834], [-3.4162, -1.5069, 0.5776], [-3.6087, -1.1533, -0.8245], [-3.3864, -0.7133, 0.0131]], "forces_ev_per_angstrom": [[0.0, -0.6, 0.0], [0.8, 0.6, 0.1], [-0.2, 0.0, -0.1], [-0.1, -0.9, -0.2], [0.2, 0.3, -0.1], [0.0, -0.2, 0.1], [-0.2, 0.5, 0.1], [-0.3, 0.4, -0.2], [0.1, -0.6, 0.2], [-0.1, 0.4, 0.1], [0.1, 0.3, 0.1], [0.2, 0.0, -0.2], [-0.4, -0.3, 0.1], [-0.3, -0.5, 0.2], [-0.2, 0.1, -0.2], [0.5, 0.4, -0.1], [0.1, 0.7, 0.3], [0.2, 0.7, -0.2], [-0.3, -1.4, 0.0]]}

---

{"formula": "C2H12O3S2", "method": "the ωB97M-V functional and the def2-TZVPD basis", "homo_energy_ha": -0.2895, "charge": 0, "e_lumo_ev": 0.40, "smiles": "CSSC.O.O.O", "relative_energy_kcal_mol": 35.5, "species": ["C", "S", "S", "C", "H", "H", "H", "H", "H", "H", "H", "H", "O", "H", "H", "O", "H", "H", "O"], "xyz": [[-1.6067, 0.2757, 2.0302], [0.0231, 0.9918, 2.3948], [0.5998, 1.9281, 0.5645], [-0.5913, 1.2850, -0.5282], [-2.0564, 0.4671, 3.0531], [-1.5128, -0.8163, 1.8377], [-2.2677, 0.8021, 1.4478], [-0.6945, 0.2256, -0.3734], [-0.4083, 1.4284, -1.6232], [-1.5316, 1.8573, -0.3879], [-0.2766, -1.8599, -2.2964], [0.3577, -2.2618, -0.8287], [-0.3568, -1.7790, -1.3114], [1.4462, 0.2240, -3.6926], [-0.0688, 0.0538, -3.7840], [0.7543, -0.4372, -3.7711], [2.0110, -0.4805, 2.2587], [3.1887, -1.3217, 2.8050], [2.9907, -0.5825, 2.2050]], "forces_ev_per_angstrom": [[1.1, -1.4, 3.8], [-0.1, 0.3, -1.0], [1.3, 0.5, 0.8], [-1.8, 0.5, -1.5], [0.3, -0.9, -0.9], [-0.4, 1.0, -0.1], [-1.0, 1.1, -1.9], [-0.3, -0.3, -0.2], [0.7, 0.0, 1.0], [0.2, -0.7, 0.0], [0.6, -0.1, 1.6], [-0.8, 0.5, -1.3], [0.2, -0.5, -0.2], [0.1, 0.0, 0.1], [-0.1, 0.2, 0.0], [0.0, -0.2, -0.1], [0.9, 0.0, -0.1], [-0.1, 0.4, -0.3], [-0.8, -0.4, 0.4]]}

---

{"formula": "C2H12O4", "method": "the ωB97M-V functional and the def2-TZVPD basis", "homo_energy_ha": -0.3682, "charge": 0, "e_lumo_ev": 0.55, "smiles": "C=C.O.O.O.O", "relative_energy_kcal_mol": 42.8, "species": ["C", "C", "H", "H", "H", "H", "H", "H", "O", "H", "H", "O", "H", "H", "O", "H", "H", "O"], "xyz": [[1.0851, 1.8445, 0.2111], [-0.0179, 1.2408, 0.6583], [1.1497, 2.8741, -0.1559], [1.8623, 1.2535, -0.2827], [-0.8304, 1.8988, 0.8085], [-0.1060, 0.1672, 0.6711], [-2.2396, 1.8308, -0.6638], [-3.3766, 0.8045, -0.9216], [-2.6814, 1.0630, -0.3015], [-1.7441, -0.6708, -1.4186], [-0.3495, -0.0354, -1.8094], [-1.1512, -0.4436, -2.1367], [0.1766, -2.3222, -1.3477], [1.3796, -2.1962, -0.5559], [0.4979, -1.7927, -0.6047], [1.8848, -2.4450, 2.1527], [1.9879, -1.2894, 3.1857], [2.4728, -1.7820, 2.5110]], "forces_ev_per_angstrom": [[0.1, -0.8, -1.9], [1.4, 0.9, -0.8], [-0.3, 0.0, 0.9], [0.2, -0.1, 0.8], [-1.0, 0.1, 0.8], [-0.1, 0.0, 0.4], [0.0, 0.1, -0.4], [0.2, 0.4, 0.0], [-0.7, -0.4, 0.3], [0.5, 0.4, 0.4], [-0.1, -0.1, 0.6], [-0.5, -0.3, -1.5], [-0.7, 0.5, -0.1], [0.1, 0.5, 0.6], [1.0, -1.1, -0.3], [-0.4, -0.1, 0.1], [0.0, -0.2, -0.3], [0.4, 0.3, 0.2]]}

---

{"formula": "C2H12O4", "method": "the ωB97M-V functional and the def2-TZVPD basis", "homo_energy_ha": -0.3658, "charge": 0, "e_lumo_ev": 0.52, "smiles": "C=C.O.O.O.O", "relative_energy_kcal_mol": 40.1, "species": ["C", "C", "H", "H", "H", "H", "H", "H", "O", "H", "H", "O", "H", "H", "O", "H", "H", "O"], "xyz": [[1.9013, -1.0537, -0.7676], [2.1028, -0.0050, 0.0881], [2.3035, -1.1675, -1.7665], [1.3380, -1.9158, -0.4275], [2.6164, 0.9090, -0.0223], [1.5363, 0.0138, 1.0109], [1.3087, 2.2168, -1.1195], [0.5104, 3.1679, -0.3080], [0.4179, 2.5404, -0.9783], [-1.0980, 1.4138, -1.1027], [-2.5635, 1.4416, -0.7047], [-1.9287, 0.8771, -1.2372], [-2.8948, -1.1479, 0.2625], [-1.5374, -0.2891, 0.1843], [-2.1452, -0.7671, 0.8013], [-1.2909, -1.5601, 1.9591], [-0.2299, -2.7906, 2.0828], [-0.3469, -1.8836, 2.0455]], "forces_ev_per_angstrom": [[0.6, 1.6, 1.4], [-1.7, -2.4, -0.8], [0.3, 0.4, 0.1], [-0.2, 0.3, 0.1], [1.0, 0.6, -0.9], [0.1, -0.5, 0.2], [0.1, -0.3, -0.2], [0.1, 1.7, 1.7], [-0.3, -1.3, -1.6], [-0.6, -0.6, -0.5], [0.8, -1.2, -1.0], [0.1, 2.1, 1.1], [1.5, 0.9, 0.7], [-1.1, -0.6, 0.2], [-1.5, -0.1, -0.9], [1.3, -1.1, -0.3], [-0.3, -2.6, 0.2], [-0.2, 3.2, 0.5]]}

---

{"formula": "C2H12O4", "method": "the ωB97M-V functional and the def2-TZVPD basis", "homo_energy_ha": -0.3464, "charge": 0, "e_lumo_ev": 0.74, "smiles": "C=C.O.O.O.O", "relative_energy_kcal_mol": 68.5, "species": ["C", "C", "H", "H", "H", "H", "H", "H", "O", "H", "H", "O", "H", "H", "O", "H", "H", "O"], "xyz": [[3.6768, 1.7376, -5.1405], [3.4667, 0.6685, -5.7826], [2.7384, 2.3911, -5.3159], [4.4004, 1.8704, -4.3413], [2.9555, 0.8832, -6.6969], [3.5045, -0.4360, -5.4228], [-0.5064, -0.8264, 2.5046], [0.9608, -1.0841, 3.0529], [0.1097, -0.6822, 3.1437], [-1.3946, 1.1611, 5.4888], [-0.9606, 0.4453, 4.2740], [-1.8117, 0.7243, 4.7099], [-3.8473, -0.3519, 1.9810], [-2.7648, 0.5547, 2.5267], [-2.9327, -0.1087, 1.9022], [-2.7445, -2.8070, 0.5144], [-2.6459, -1.6432, 1.3613], [-2.2042, -2.4967, 1.2404]], "forces_ev_per_angstrom": [[-1.0, 4.1, 2.6], [-1.1, -5.7, -1.6], [2.7, 0.6, 0.0], [-0.7, 0.0, 0.5], [-1.2, -0.9, -0.4], [1.3, 1.9, -1.1], [-2.2, -1.3, -3.2], [0.2, -0.5, -0.7], [1.9, 1.8, 3.8], [-1.0, -0.2, -0.6], [-1.1, -0.2, 0.0], [2.0, 0.4, 0.4], [-0.7, 0.1, 0.3], [0.4, 1.5, 1.7], [-0.1, -0.8, -1.6], [0.2, -0.8, -0.4], [0.9, 0.1, 0.6], [-0.5, -0.1, -0.4]]}